19
Properties=species:S:1:pos:R:3:lowdin_charge:R:1 method="wB97M-V/def2-TZVPD" s_squared=0.782 homo_ev="-14.0 / -14.0" lumo_energy_ev="-6.0 / -8.0" multiplicity=2 gap_ev="8.0 / 6.0" total_charge=+1 e_above_lowest_kcal_mol=63.9 fmax_ha_per_bohr=0.080
C 1.34403 -0.45828 1.61594 0.183
H 2.45784 -0.61189 1.92366 0.155
H -0.85132 -3.52424 -0.29374 0.016
C 1.30687 3.02095 0.36760 0.162
H 0.31974 0.79980 0.18018 0.125
H 2.01506 3.82826 0.17984 0.107
H -1.60118 -4.64513 0.31133 0.029
O -1.52054 -4.18870 -0.52122 -0.052
H -2.49988 -0.45479 0.33836 0.071
O -1.63650 -0.81083 0.56441 -0.015
C 0.88066 0.75168 1.16104 -0.026
H -1.18983 -0.58841 -0.21286 -0.015
H 0.06452 0.36983 -3.04763 0.056
H 0.67988 2.84497 -0.49987 0.092
C 1.47104 2.12892 1.38458 -0.053
O -0.67726 0.98123 -3.36840 -0.116
H 1.95496 2.48232 2.28290 0.121
H 0.63291 -1.25111 1.83055 0.094
H -1.32390 0.23718 -3.56597 0.068